Record 1
Here is the molecule C7H5FO3 from the Open Molecules 2025 dataset. Energies are from wB97M-V/def2-TZVPD.

CARTESIAN COORDINATES (ANGSTROEM)
1 C -1.820 -0.640 -0.021
2 C -0.416 -0.113 0.024
3 C 0.587 -0.980 0.014
4 C 1.888 -0.469 -0.075
5 C 2.169 0.952 -0.220
6 C 1.026 1.799 -0.206
7 C -0.230 1.242 -0.118
8 H -0.726 -2.227 -0.042
9 H 0.694 -2.119 0.013
10 H 3.239 1.345 0.232
11 H 1.190 2.899 -0.132
12 H -2.081 1.608 0.133
13 O -1.871 -1.998 -0.212
14 O -2.901 -0.062 0.140
15 O -1.249 2.043 0.221
16 F 2.959 -1.345 0.245

Results
* HOMO level: -0.343 Eh
* SMILES string: O=C(O)c1cc(F)ccc1O
* 2S+1: 1
* lowest unoccupied orbital energy: -0.5 eV
* ΔE to the lowest compared entry with this formula, charge and spin: 1.764 eV
* Kohn-Sham gap: 8.893 eV

***

Record 2
Here is a structure of composition C4H8O2 from the Open Molecules 2025 dataset. Energies are from wB97M-V/def2-TZVPD.

CARTESIAN COORDINATES (ANGSTROEM)
1 C -0.800 1.519 -0.539
2 C -0.494 0.572 0.428
3 O -1.127 -0.932 0.597
4 C 0.118 -1.547 0.866
5 C 0.603 -0.419 0.005
6 O 0.688 -0.679 -1.319
7 H -0.850 1.230 -1.584
8 H -1.280 2.451 -0.261
9 H 1.205 1.516 -0.364
10 H -0.407 0.928 1.454
11 H 0.202 -2.547 0.433
12 H 0.425 -1.527 1.917
13 H 1.642 0.829 -0.085
14 H 0.076 -1.396 -1.547

Results
* HOMO level (spin up / spin down): -0.297 / -0.297 Eh
* 2S+1: 1
* lowest unoccupied orbital energy (spin up / spin down): -0.1 / -0.2 eV
* ΔE to the lowest compared entry with this formula, charge and spin: 7.435 eV
* Kohn-Sham gap (spin up / spin down): 7.945 / 7.944 eV

***

Record 3
Here is the molecule C2H2ClN from the Open Molecules 2025 dataset. Energies are from wB97M-V/def2-TZVPD.

CARTESIAN COORDINATES (ANGSTROEM)
1 C 0.766 -0.104 -0.007
2 C -0.681 0.070 0.000
3 N 0.045 -1.248 0.004
4 Cl 2.263 0.561 0.002
5 H -1.189 0.371 0.909
6 H -1.204 0.351 -0.908

Results
* HOMO level (spin up / spin down): -0.229 / -0.354 Eh
* 2S+1: 3
* lowest unoccupied orbital energy (spin up / spin down): 0.9 / -3.3 eV
* ΔE to the lowest compared entry with this formula, charge and spin: 1.834 eV
* Kohn-Sham gap (spin up / spin down): 7.140 / 6.322 eV

***

Look up the 2S+1 of the third one. 3